Entry from the Open Molecules 2025 dataset: C4H9NO as an isolated structure (ωB97M-V/def2-TZVPD).

Element x y z (Å)
C 1.6836 0.1737 -0.8495
C 0.6417 -0.2448 -1.7610
O 0.4861 -0.8145 -2.7742
H -0.5361 -0.0912 -0.9070
H 1.8920 1.2366 -0.9598
H 1.2770 0.0020 0.2028
H 2.5902 -0.4180 -0.9853
C -0.1688 -0.1347 1.6392
C -1.3105 0.4239 0.1371
N -2.5242 0.0689 0.1246
H -2.6572 -0.9387 0.2084
H -1.0933 1.4868 0.0240
H -0.8909 0.1678 2.3939
H -0.1648 -1.2185 1.5401
H 0.7753 0.3006 1.9667

Properties
Frontier orbital gap (spin up / spin down): 8.161 / 8.159 eV
HOMO energy (spin up / spin down): -8.17 / -8.17 eV
Total charge: 0
DFT total energy: -287.61487 hartree
Energy relative to the best compared isomer or geometry (same formula, charge and spin): 571.3 kJ/mol
Lowest unoccupied orbital energy (spin up / spin down): -0.007 / -0.008 eV